1.
Molecular formula: C19H20N2O5
Method: DFT, ωB97M-V/def2-TZVPD

Values from the calculation:
* SMILES string: O=C(O)CNC(=O)[C@@H](Cc1ccccc1)NC(=O)OCc1ccccc1
* spin multiplicity: 1
* total charge: 0
* highest occupied orbital energy: -9.15 eV
* relative energy (zero: lowest compared OMol25 entry of this formula, charge and spin): 8.2 kJ/mol
* orbital gap: 9.7 eV
* lowest unoccupied orbital energy: 0.562 eV

XYZ file:
```
46
Properties=species:S:1:pos:R:3:nbo_charge:R:1
O 3.620 3.612 1.668 -0.590
C 3.387 2.702 0.919 0.784
O 4.055 1.548 0.954 -0.688
C 2.339 2.748 -0.175 -0.344
N 1.857 1.458 -0.590 -0.628
C 2.133 0.983 -1.810 0.672
O 2.857 1.549 -2.608 -0.636
C 1.523 -0.378 -2.194 -0.117
C 2.380 -1.545 -1.625 -0.446
C 1.944 -1.968 -0.254 0.066
C 2.490 -1.389 0.884 -0.245
C 2.030 -1.742 2.139 -0.189
C 1.022 -2.681 2.275 -0.217
C 0.485 -3.278 1.148 -0.212
C 0.945 -2.925 -0.109 -0.254
N 0.102 -0.554 -1.934 -0.630
C -0.566 -0.547 -0.757 0.922
O -0.233 -0.010 0.278 -0.678
O -1.736 -1.197 -0.911 -0.523
C -2.621 -1.181 0.217 -0.109
C -3.410 0.100 0.269 0.016
C -4.474 0.294 -0.603 -0.231
C -5.180 1.483 -0.591 -0.199
C -4.826 2.490 0.292 -0.209
C -3.762 2.305 1.158 -0.209
C -3.055 1.115 1.147 -0.218
H 4.737 1.575 1.645 0.502
H 1.518 3.387 0.163 0.230
H 2.813 3.212 -1.051 0.270
H 1.204 0.953 0.009 0.446
H 1.626 -0.400 -3.284 0.240
H 2.293 -2.394 -2.307 0.215
H 3.421 -1.217 -1.616 0.234
H 3.268 -0.649 0.778 0.230
H 2.454 -1.277 3.017 0.211
H 0.656 -2.949 3.255 0.213
H -0.297 -4.017 1.245 0.213
H 0.522 -3.397 -0.985 0.209
H -0.387 -1.077 -2.646 0.411
H -2.030 -1.311 1.129 0.213
H -3.274 -2.043 0.064 0.200
H -4.746 -0.492 -1.293 0.210
H -6.007 1.625 -1.270 0.212
H -5.377 3.419 0.302 0.214
H -3.481 3.089 1.845 0.215
H -2.216 0.973 1.811 0.226
```

2.
Molecular formula: C19H20N4O2Pt
Method: DFT, ωB97M-V/def2-TZVPD

Values from the calculation:
* spin multiplicity: 5
* total charge: +4
* highest occupied orbital energy (spin up / spin down): -20.19 / -20.87 eV
* orbital gap (spin up / spin down): 5.8 / 2.2 eV
* lowest unoccupied orbital energy (spin up / spin down): -14.397 / -18.712 eV

XYZ file:
```
46
Properties=species:S:1:pos:R:3:nbo_charge:R:1
N 0.091 2.260 -0.266 -0.576
C 0.163 3.425 -0.209 0.526
C 0.228 4.835 -0.227 -0.791
H -0.785 5.276 -0.298 0.321
H 0.821 5.186 -1.093 0.315
H 0.707 5.219 0.697 0.327
N 1.846 -1.203 -0.586 -0.602
C 2.819 -1.837 -0.710 0.557
C 3.986 -2.596 -0.948 -0.787
H 4.610 -2.119 -1.725 0.314
H 3.723 -3.614 -1.285 0.321
H 4.583 -2.678 -0.022 0.333
N -2.031 -0.996 -0.265 -0.576
C -3.068 -1.531 -0.208 0.526
C -4.332 -2.160 -0.227 -0.791
H -4.362 -3.001 0.495 0.327
H -4.553 -2.561 -1.234 0.313
H -5.133 -1.444 0.045 0.323
Pt 0.151 -0.098 0.287 0.996
C 0.031 -1.693 1.296 0.516
O 0.044 -2.560 2.019 -0.307
C 1.561 0.656 1.296 0.516
O 2.359 0.996 2.019 -0.307
C 0.472 1.372 -3.329 0.010
C -0.902 1.440 -3.208 0.016
C -1.684 0.235 -3.209 0.012
C -1.060 -0.992 -3.329 -0.002
C 0.368 -1.062 -3.454 0.072
C 1.119 0.097 -3.454 -0.010
H 1.089 2.277 -3.355 0.303
H -1.424 2.401 -3.134 0.303
H -2.774 0.320 -3.137 0.303
H -1.634 -1.925 -3.353 0.301
H 0.834 -2.047 -3.571 0.290
H 2.209 0.073 -3.569 0.302
C -2.475 1.614 4.113 -0.092
C -1.479 2.377 3.538 -0.192
C -0.802 1.909 2.424 0.018
N -1.181 0.770 1.879 -0.483
C -2.069 -0.037 2.424 0.005
C -2.771 0.394 3.539 -0.181
H -3.000 1.956 4.995 0.279
H -1.180 3.327 3.965 0.266
H 0.012 2.543 2.041 0.211
H -2.321 -1.037 2.042 0.213
H -3.519 -0.263 3.965 0.265
```

3.
Molecular formula: C19H20N4O2SbSe4Tc
Method: DFT, ωB97M-V/def2-TZVPD

Values from the calculation:
* spin multiplicity: 1
* total charge: +2
* highest occupied orbital energy (spin up / spin down): -13.25 / -13.24 eV
* orbital gap (spin up / spin down): 4.7 / 4.6 eV
* lowest unoccupied orbital energy (spin up / spin down): -8.596 / -8.596 eV

XYZ file:
```
51
Properties=species:S:1:pos:R:3:nbo_charge:R:1
Tc -12.715 -6.594 6.851 0.742
O -11.626 -6.806 5.092 -0.607
C -11.726 -7.961 4.455 0.417
C -11.156 -7.974 3.142 -0.273
C -11.316 -9.072 2.297 -0.107
C -11.816 -10.254 2.784 -0.235
C -12.376 -10.299 4.076 -0.121
C -12.296 -9.218 4.964 -0.243
C -12.420 -9.446 6.398 0.261
N -12.126 -8.549 7.341 -0.522
C -10.924 -8.750 8.256 -0.225
C -9.917 -7.587 7.961 -0.233
N -10.737 -6.364 7.817 -0.447
C -10.563 -5.363 8.600 0.213
C -11.567 -4.376 8.981 -0.233
C -11.099 -3.082 9.387 -0.146
C -12.072 -2.126 9.637 -0.233
C -13.445 -2.441 9.607 -0.153
C -13.909 -3.659 9.228 -0.270
C -12.981 -4.649 8.923 0.425
O -13.491 -5.791 8.502 -0.612
H -10.658 -7.093 2.763 0.239
H -10.876 -9.016 1.320 0.237
H -11.666 -11.109 2.157 0.245
H -12.872 -11.201 4.441 0.232
H -12.893 -10.433 6.680 0.216
H -10.442 -9.755 8.109 0.235
H -11.331 -8.745 9.272 0.227
H -9.472 -7.786 6.988 0.222
H -9.174 -7.340 8.739 0.229
H -9.570 -5.261 9.006 0.194
H -10.035 -2.868 9.472 0.235
H -11.758 -1.125 9.861 0.234
H -14.133 -1.609 9.915 0.239
H -14.995 -3.899 9.092 0.236
Se -17.247 -6.294 3.286 -0.094
Sb -18.571 -6.509 5.512 1.031
Se -14.721 -7.402 6.040 0.362
Se -15.513 -5.490 4.363 -0.045
Se -16.854 -7.203 7.274 -0.166
C -11.279 -1.876 5.501 -0.403
N -12.267 -2.667 4.730 -0.439
C -13.330 -2.128 3.815 -0.411
C -12.635 -3.755 5.359 0.644
N -12.683 -4.588 6.190 -0.470
H -11.775 -1.111 6.105 0.220
H -10.558 -1.386 4.808 0.236
H -10.668 -2.575 6.148 0.233
H -13.145 -2.528 2.776 0.228
H -13.355 -1.022 3.752 0.248
H -14.296 -2.593 4.107 0.209
```

4.
Molecular formula: C19H20N4O3
Method: DFT, ωB97M-V/def2-TZVPD

Values from the calculation:
* SMILES string: [H]/N=c1\n(CCCC)c2ccccc2n1CC(=O)c1ccc([N+](=O)[O-])cc1
* spin multiplicity: 1
* total charge: 0
* highest occupied orbital energy: -7.93 eV
* relative energy (zero: lowest compared OMol25 entry of this formula, charge and spin): 400.4 kJ/mol
* orbital gap: 7.1 eV
* lowest unoccupied orbital energy: -0.876 eV

XYZ file:
```
46
Properties=species:S:1:pos:R:3:nbo_charge:R:1
H 0.963 -0.986 -3.122 0.356
N 0.820 -0.062 -2.736 -0.826
C 1.276 0.114 -1.562 0.611
N 1.920 -0.737 -0.677 -0.414
C 2.295 -2.099 -0.948 -0.202
C 1.485 -3.141 -0.168 -0.405
C -0.026 -3.080 -0.416 -0.402
C -0.754 -2.144 0.542 -0.605
C 2.198 -0.049 0.488 0.126
C 2.834 -0.429 1.653 -0.245
C 2.956 0.523 2.658 -0.219
C 2.462 1.809 2.503 -0.215
C 1.829 2.202 1.330 -0.272
C 1.710 1.260 0.330 0.198
N 1.154 1.335 -0.929 -0.418
C 0.687 2.525 -1.579 -0.332
C -0.564 3.097 -0.929 0.570
O -0.685 4.276 -0.704 -0.512
C -1.617 2.110 -0.563 -0.149
C -1.848 0.964 -1.322 -0.143
C -2.842 0.083 -0.944 -0.191
C -3.594 0.346 0.195 0.024
N -4.601 -0.602 0.610 0.527
O -4.615 -1.680 0.054 -0.378
O -5.359 -0.268 1.493 -0.369
C -3.386 1.494 0.950 -0.187
C -2.400 2.377 0.561 -0.158
H 3.359 -2.221 -0.712 0.207
H 2.168 -2.270 -2.022 0.208
H 1.674 -3.025 0.900 0.202
H 1.866 -4.120 -0.468 0.214
H -0.220 -2.772 -1.445 0.195
H -0.440 -4.083 -0.292 0.209
H -1.827 -2.221 0.388 0.216
H -0.458 -1.108 0.394 0.200
H -0.539 -2.416 1.574 0.204
H 3.230 -1.423 1.785 0.219
H 3.448 0.252 3.579 0.216
H 2.572 2.521 3.306 0.217
H 1.449 3.204 1.206 0.228
H 1.462 3.300 -1.571 0.231
H 0.469 2.250 -2.617 0.278
H -1.257 0.755 -2.201 0.249
H -3.045 -0.809 -1.517 0.248
H -3.995 1.672 1.823 0.251
H -2.214 3.280 1.123 0.237
```

5.
Molecular formula: C19H20N5O3RuS3
Method: DFT, ωB97M-V/def2-TZVPD

Values from the calculation:
* spin multiplicity: 1
* total charge: -1
* highest occupied orbital energy (spin up / spin down): -3.75 / -3.73 eV
* orbital gap (spin up / spin down): 6.1 / 6.1 eV
* lowest unoccupied orbital energy (spin up / spin down): 2.371 / 2.373 eV

XYZ file:
```
51
Properties=species:S:1:pos:R:3:nbo_charge:R:1
Ru 1.025 0.676 -0.345 0.633
N 2.066 3.134 -3.867 -0.818
C 1.505 2.532 -2.757 0.272
S 1.984 0.875 -2.442 -0.230
N 0.641 3.212 -2.076 -0.445
N 0.126 2.362 -1.084 -0.246
C -1.105 2.354 -0.862 0.266
C -1.728 1.882 1.235 0.076
C -2.811 2.587 1.704 -0.241
C -2.809 3.133 2.985 -0.306
C -1.693 2.927 3.789 -0.206
C -0.601 2.222 3.333 -0.282
C -0.586 1.653 2.031 0.346
O 0.431 0.953 1.638 -0.722
H 2.954 2.738 -4.131 0.385
H 2.056 4.142 -3.823 0.378
H -1.824 2.996 -1.372 0.176
H -3.660 2.788 1.067 0.201
H -3.653 3.709 3.337 0.196
H -1.683 3.337 4.794 0.194
H 0.274 2.045 3.945 0.210
C -2.213 -0.006 -2.039 -0.618
C -2.719 0.476 -0.670 0.137
C -2.911 -0.725 0.255 -0.615
C -4.055 1.199 -0.865 -0.634
N -1.596 1.240 -0.090 -0.515
H -2.869 -0.790 -2.421 0.208
H -1.201 -0.406 -1.948 0.242
H -2.199 0.806 -2.770 0.205
H -3.711 -1.364 -0.124 0.199
H -3.182 -0.394 1.260 0.217
H -1.991 -1.307 0.320 0.241
H -4.690 0.566 -1.489 0.212
H -3.945 2.155 -1.383 0.203
H -4.577 1.357 0.075 0.212
O 0.686 -3.030 -1.669 -0.927
S 1.003 -2.922 -0.271 2.317
O 0.009 -3.385 0.661 -0.933
N 1.520 -1.421 0.098 -0.796
C 2.791 -1.370 0.459 0.082
S 3.438 0.142 0.724 -0.032
C 3.451 -2.694 0.495 -0.016
C 4.754 -3.015 0.839 -0.196
C 5.140 -4.346 0.773 -0.206
C 4.246 -5.333 0.367 -0.210
C 2.939 -5.011 0.019 -0.177
C 2.569 -3.686 0.092 -0.315
H 5.439 -2.235 1.144 0.234
H 6.152 -4.626 1.036 0.210
H 4.575 -6.364 0.321 0.210
H 2.239 -5.772 -0.299 0.226
```

Number 1: largest force on an atom 0.765 eV/A. Number 2: largest force on an atom 4.904 eV/A. Number 3: largest force on an atom 4.247 eV/A. Number 4: largest force on an atom 1.349 eV/A. Number 5: largest force on an atom 2.233 eV/A.